174
Properties=species:S:1:pos:R:3:forces:R:3:lowdin_charge:R:1 method="wB97M-V/def2-TZVPD" charge=+1 energy_ha=-3230.6700 homo_lumo_gap_ev=8.76
N 8.37600 0.69466 -2.62725 0.1 0.3 0.1 0.020
C 9.05828 1.79767 -3.31775 -0.2 -0.3 0.1 -0.257
C 8.38540 1.99875 -4.67474 -0.3 0.6 0.4 -0.125
C 6.90605 2.23799 -4.43312 -0.4 -1.3 -1.2 -0.252
C 5.87221 1.97962 -5.55055 0.4 1.2 0.3 -0.048
C 4.63908 2.61807 -4.89127 0.1 0.1 0.2 -0.233
C 3.23614 2.48297 -5.50825 -0.3 -0.2 0.3 -0.065
C 2.33438 1.78600 -4.49194 0.4 0.0 -0.7 -0.238
C 1.43757 2.49570 -3.71809 0.0 -0.2 0.2 -0.047
C 0.70143 1.82730 -2.73748 0.2 0.7 -0.2 -0.077
C 0.86472 0.47469 -2.56494 -0.1 -0.9 0.3 -0.075
C 1.74853 -0.26090 -3.35715 0.1 0.4 -0.2 -0.055
C 2.48863 0.41093 -4.31586 0.0 0.1 0.1 -0.038
C 5.22145 4.00919 -4.61996 0.1 0.2 -1.0 -0.117
C 4.43791 5.04212 -3.82944 0.2 -0.2 0.7 -0.416
F 5.26901 6.10467 -3.63427 0.0 0.0 0.0 0.125
F 3.40528 5.46214 -4.57164 -0.1 -0.1 -0.1 0.153
C 3.91935 4.54481 -2.44501 -0.4 0.0 -0.1 -0.276
F 2.76431 5.17233 -2.14694 0.2 0.3 -0.1 0.102
F 4.84605 4.85447 -1.51086 0.0 0.0 -0.1 0.083
N 6.52904 3.64229 -3.96532 -0.6 -0.4 1.7 0.186
H 8.89554 0.44266 -1.79439 0.1 -0.1 -0.1 0.081
H 7.49104 1.05690 -2.28487 0.1 -0.4 0.4 0.020
H 10.10383 1.53165 -3.45929 0.0 0.2 0.1 0.123
H 8.98973 2.71774 -2.72081 0.4 0.2 -0.1 0.092
H 8.84477 2.83725 -5.20702 0.0 -0.1 -0.2 0.126
H 8.46788 1.09134 -5.27128 0.1 0.0 0.0 0.132
H 6.59128 1.55013 -3.65116 0.0 0.4 0.1 0.117
H 5.77212 0.94333 -5.85248 0.1 -0.1 0.2 0.141
H 6.17894 2.60277 -6.39797 -0.2 -0.4 -0.4 0.136
H 4.57204 2.17256 -3.88964 -0.1 -0.2 -0.1 0.130
H 3.25793 1.86810 -6.40795 0.2 0.1 -0.1 0.128
H 2.80748 3.44470 -5.78379 0.1 0.0 0.0 0.117
H 1.34241 3.56547 -3.87453 -0.1 0.0 0.1 0.116
H 0.02860 2.39696 -2.11122 0.0 -0.1 0.1 0.104
H 0.29490 -0.03071 -1.79244 0.0 0.0 0.0 0.116
H 1.87856 -1.33066 -3.26414 -0.2 0.0 0.2 0.115
H 3.20457 -0.12912 -4.92682 -0.1 0.0 -0.1 0.118
H 5.47450 4.51572 -5.55657 -0.1 -0.1 0.0 0.182
H 3.72337 3.46995 -2.41672 0.1 0.0 0.0 0.153
H 6.29944 3.49876 -2.97137 0.3 0.2 0.1 0.144
H 7.26084 4.35276 -3.95969 0.0 0.0 -0.5 0.192
C -2.78580 -1.25321 -4.98127 0.1 0.0 -0.1 -0.055
C -2.49712 -2.24674 -3.86486 -0.1 0.5 0.1 -0.483
C -3.24536 -1.88880 -2.59133 0.0 -0.1 0.0 -0.054
O -1.09249 -2.29851 -3.60388 0.2 -0.3 -0.1 -0.062
H -2.46916 -0.24763 -4.68641 -0.1 0.0 0.1 0.067
H -2.23750 -1.52152 -5.88586 0.0 0.0 0.0 0.079
H -3.85113 -1.22354 -5.21610 0.0 0.0 0.0 0.071
H -2.77460 -3.25107 -4.18733 0.1 -0.1 0.0 0.137
H -2.93671 -0.90375 -2.23064 0.0 0.0 -0.1 0.083
H -3.02806 -2.60378 -1.80223 0.0 0.0 0.0 0.059
H -4.32429 -1.87161 -2.75546 0.0 0.0 0.0 0.083
H -0.80849 -1.42297 -3.32310 -0.1 0.1 0.0 0.042
C -2.79609 3.63530 -5.80948 0.0 -0.1 -0.1 -0.051
C -3.13774 3.26776 -4.37495 0.1 0.3 -0.1 -0.487
C -3.28625 4.50259 -3.50088 0.0 -0.1 0.1 -0.049
O -2.13794 2.39822 -3.83627 -0.2 -0.2 0.1 -0.068
H -1.84138 4.17029 -5.84903 0.0 0.1 0.0 0.077
H -2.69530 2.73732 -6.42044 0.0 0.0 0.0 0.079
H -3.56665 4.27078 -6.24747 0.0 0.0 0.0 0.081
H -4.06826 2.70038 -4.35939 0.0 -0.1 0.0 0.119
H -2.34620 5.06390 -3.47044 0.0 0.0 -0.1 0.079
H -3.53280 4.21866 -2.47678 0.0 0.0 0.0 0.080
H -4.06976 5.16098 -3.87808 0.0 0.0 0.0 0.071
H -1.30159 2.87320 -3.84215 0.0 0.0 -0.1 0.043
C -0.54298 4.38715 0.88109 0.0 -0.1 -0.1 -0.052
C 0.85132 3.84474 1.15234 -0.1 0.3 0.0 -0.488
C 1.61991 4.72580 2.12420 0.1 -0.1 0.0 -0.053
O 1.57583 3.71471 -0.07549 0.1 -0.2 0.0 -0.080
H -0.48349 5.38242 0.43113 0.0 0.0 0.1 0.084
H -1.07806 3.74143 0.18313 0.0 0.0 0.0 0.075
H -1.12478 4.46081 1.80011 0.0 0.0 0.0 0.085
H 0.77566 2.83496 1.55787 0.0 -0.1 -0.1 0.139
H 1.74313 5.73093 1.71111 -0.1 0.0 0.0 0.085
H 2.61613 4.31950 2.30507 0.0 0.0 0.0 0.066
H 1.09998 4.80900 3.07885 0.0 0.0 0.0 0.085
H 1.66102 4.59406 -0.46145 -0.1 0.0 0.1 0.061
C -8.81245 2.24811 -5.54140 0.0 0.1 -0.1 -0.053
C -7.29710 2.20875 -5.65485 -0.2 -0.2 0.3 -0.488
C -6.74276 0.83536 -5.30556 0.2 0.0 0.0 -0.059
O -6.71546 3.20629 -4.81217 0.2 0.0 -0.1 -0.073
H -9.12202 2.02745 -4.51615 0.0 -0.1 0.0 0.086
H -9.18950 3.24044 -5.78750 0.0 0.0 0.0 0.066
H -9.27716 1.51750 -6.20527 0.0 0.0 0.0 0.082
H -6.99843 2.47401 -6.67023 0.1 0.1 0.0 0.139
H -6.99437 0.57514 -4.27360 -0.1 0.0 0.0 0.084
H -5.65452 0.82526 -5.39115 0.0 0.0 0.0 0.063
H -7.15001 0.06576 -5.96246 0.0 0.0 0.0 0.083
H -6.96637 3.00498 -3.90378 -0.1 0.0 0.0 0.095
C -2.17558 -2.67258 2.93422 0.0 0.2 0.1 -0.055
C -3.15014 -2.69652 1.76732 0.3 -0.3 0.0 -0.487
C -3.58033 -4.11543 1.44017 -0.2 0.0 -0.2 -0.056
O -2.56832 -2.06769 0.62025 -0.1 0.2 0.1 -0.073
H -1.27063 -3.23409 2.68392 0.0 -0.1 0.0 0.083
H -1.87622 -1.64861 3.16438 0.0 0.0 0.0 0.076
H -2.62114 -3.11890 3.82415 0.0 0.0 0.0 0.066
H -4.02736 -2.09729 2.01474 0.0 0.1 -0.1 0.139
H -2.71706 -4.72049 1.14671 0.0 0.0 0.1 0.086
H -4.28062 -4.12052 0.60251 0.0 0.1 0.0 0.079
H -4.05190 -4.58537 2.30155 0.1 0.0 0.0 0.052
H -1.78765 -2.57663 0.37560 0.0 0.0 0.0 0.082
C -3.60773 -7.13156 6.05160 0.1 -0.1 -0.1 -0.055
C -3.50027 -5.67298 5.64100 -0.3 -0.1 0.2 -0.492
C -4.13104 -4.75511 6.67640 0.1 0.1 -0.1 -0.058
O -4.10974 -5.46681 4.36229 0.1 0.0 0.0 -0.077
H -4.65722 -7.42732 6.14149 0.0 0.1 0.1 0.083
H -3.14963 -7.77639 5.30096 0.0 0.0 0.0 0.082
H -3.11308 -7.30639 7.00830 0.0 0.0 0.0 0.067
H -2.45001 -5.40807 5.51154 0.0 0.0 -0.1 0.137
H -5.19585 -4.97928 6.78507 0.0 -0.1 0.0 0.082
H -4.04465 -3.71176 6.36942 0.0 0.0 0.0 0.074
H -3.65348 -4.87276 7.64980 0.0 0.0 0.0 0.081
H -5.04271 -5.69473 4.44237 0.0 0.0 0.0 0.092
C -8.79164 8.28241 -4.86131 -0.1 0.0 0.1 -0.064
C -8.36446 6.85092 -4.57359 0.1 0.2 -0.3 -0.496
C -6.93956 6.58293 -5.03535 0.1 -0.1 0.1 -0.064
O -9.26858 5.93524 -5.19274 0.0 -0.1 0.2 -0.058
H -8.76479 8.47754 -5.93696 0.1 0.0 0.0 0.081
H -9.81344 8.45335 -4.52158 0.0 0.0 0.0 0.079
H -8.13514 8.99945 -4.36607 0.0 0.0 0.0 0.079
H -8.44041 6.65957 -3.50214 -0.1 -0.1 0.0 0.137
H -6.85729 6.72497 -6.11728 0.0 0.1 0.0 0.084
H -6.65432 5.55320 -4.81922 0.0 0.0 0.0 0.047
H -6.23364 7.25788 -4.54617 0.0 0.0 0.0 0.078
H -9.22568 6.08365 -6.14347 0.0 0.0 0.0 0.086
C -0.40344 -8.20361 11.06362 0.0 0.2 0.0 -0.059
C -1.39553 -8.27010 9.91340 0.3 -0.3 0.1 -0.499
C -1.83735 -9.69934 9.64531 -0.2 0.0 -0.1 -0.058
O -0.82749 -7.69328 8.73484 -0.2 0.2 0.0 -0.065
H 0.49558 -8.77760 10.82293 0.0 -0.1 0.0 0.082
H -0.09759 -7.17282 11.24618 0.0 0.0 0.0 0.078
H -0.83316 -8.61013 11.97985 0.0 0.0 0.0 0.081
H -2.26730 -7.65783 10.14904 0.0 0.1 -0.1 0.136
H -0.98136 -10.31928 9.36380 0.0 0.0 0.1 0.086
H -2.54949 -9.73336 8.81903 0.0 0.0 0.0 0.076
H -2.30371 -10.13777 10.52922 0.1 0.0 0.0 0.065
H -0.05122 -8.21220 8.49953 0.0 0.0 0.0 0.084
C 5.96399 0.37936 0.86156 0.1 -0.1 -0.2 -0.041
C 5.98948 1.75917 0.22690 -0.3 0.0 0.6 -0.480
C 5.09153 2.73426 0.96868 0.0 0.2 -0.1 -0.048
O 5.59981 1.68619 -1.15195 0.1 0.2 -0.7 -0.081
H 4.95147 -0.03188 0.83920 0.0 0.1 0.1 0.090
H 6.60955 -0.31021 0.31565 0.0 0.0 0.0 0.080
H 6.29622 0.41860 1.89855 0.0 0.0 0.0 0.090
H 7.01309 2.13976 0.21656 0.0 0.0 -0.1 0.126
H 4.05196 2.39611 0.95392 0.0 -0.1 0.0 0.082
H 5.11922 3.71702 0.49490 0.0 -0.1 0.1 0.057
H 5.40279 2.83877 2.00819 0.0 0.0 0.0 0.092
H 4.69380 1.35724 -1.19908 0.0 -0.1 0.1 0.098
C 7.81117 5.18622 -0.54465 -0.1 -0.1 -0.1 -0.067
C 9.07122 4.82815 0.22675 0.1 0.3 -0.2 -0.493
C 9.62959 6.02052 0.98538 0.1 0.0 0.0 -0.051
O 10.05434 4.29917 -0.66670 -0.2 -0.2 0.0 -0.055
H 8.02122 5.95602 -1.29349 0.0 0.1 0.1 0.087
H 7.43481 4.30537 -1.07478 0.0 0.0 0.1 0.045
H 7.02599 5.55435 0.11663 0.0 0.0 0.0 0.086
H 8.84797 4.02316 0.92887 0.1 -0.1 0.0 0.135
H 9.90042 6.82089 0.29141 -0.1 0.0 0.0 0.085
H 10.53032 5.73780 1.52905 0.0 0.0 0.0 0.086
H 8.90277 6.41455 1.69654 0.0 0.0 0.0 0.085
H 10.28967 4.99716 -1.28769 0.1 0.0 0.1 0.087
C -4.34455 -12.64050 12.06128 0.0 0.1 -0.1 -0.062
C -2.83742 -12.83100 11.98323 -0.2 -0.2 0.3 -0.509
C -2.42606 -14.23349 12.40324 0.1 0.0 0.0 -0.062
O -2.17749 -11.85814 12.79520 0.1 0.1 -0.2 -0.064
H -4.69293 -12.78009 13.08824 0.0 -0.1 0.0 0.082
H -4.61872 -11.62984 11.75639 0.0 0.0 0.0 0.075
H -4.86846 -13.35144 11.42097 0.0 0.0 0.0 0.081
H -2.50110 -12.64349 10.96227 0.1 0.1 0.0 0.128
H -2.71697 -14.42068 13.44049 -0.1 0.0 0.0 0.082
H -1.34387 -14.34932 12.33983 0.0 0.0 0.0 0.080
H -2.89519 -14.99005 11.77287 0.0 0.0 0.0 0.080
H -2.45983 -12.00067 13.70490 0.0 0.0 0.0 0.086